Computed, not measured: a 7-piece molecular cluster, C46H52BF6NO4 overall, with ωB97M-V/def2-TZVPD.

```
110
Properties=species:S:1:pos:R:3:forces:R:3
F -2.347 1.575 1.498 0.014 -0.032 -0.045
F -3.775 6.610 3.884 0.032 -0.072 0.071
F -2.393 7.497 -1.535 0.018 0.028 -0.020
F -2.534 -3.777 1.397 0.138 0.014 -0.051
F -3.099 0.563 -3.054 -0.028 0.047 0.005
F -5.125 -8.389 1.566 0.006 -0.032 -0.014
O 3.165 -1.135 -1.590 -2.102 -0.456 -0.873
O 5.262 -1.848 -1.869 0.329 0.355 -0.669
O 6.599 -4.506 -3.055 -0.091 0.222 -0.099
O 4.281 -4.833 -3.064 -0.075 -0.224 0.714
N 9.403 -2.443 -5.355 -0.554 0.195 -0.072
C -3.573 0.126 -5.315 -0.232 0.066 0.027
C -4.074 7.741 4.551 -0.047 0.217 0.123
C -2.869 2.364 3.651 0.001 0.254 -0.095
C -2.674 0.160 -4.269 0.083 -0.087 -0.238
C -3.155 2.091 4.980 0.013 -0.151 -0.017
C 4.324 -1.016 -1.398 1.403 0.957 0.918
C -3.608 10.027 5.035 -0.100 -0.061 0.058
C -0.234 -1.198 -0.814 0.021 0.059 -0.057
C -3.293 8.862 4.353 0.181 0.017 -0.154
C -4.324 4.925 1.008 -0.041 -0.080 0.052
C -3.028 6.650 -0.699 -0.106 -0.168 0.169
C 5.025 -2.389 -3.189 0.315 -1.497 -0.678
C 0.319 -2.376 -0.329 -0.109 0.043 0.008
C -3.181 0.778 5.433 -0.021 -0.007 0.075
C -2.646 0.000 3.221 0.039 -0.211 -0.122
C -1.811 -0.663 -6.748 0.018 -0.026 -0.082
C 7.184 -4.517 -1.759 0.669 -0.674 0.509
C -6.036 -4.917 3.544 -0.028 0.022 0.033
C -5.424 -7.247 2.216 -0.054 0.222 0.126
C -4.632 6.278 1.024 0.038 -0.066 -0.104
C -6.515 -7.224 3.062 -0.133 -0.194 0.037
C -0.454 -3.250 0.423 0.098 -0.201 0.091
C -3.362 4.442 0.132 -0.082 0.085 0.017
C -4.946 -4.959 2.686 -0.282 -0.117 0.177
C -0.924 -0.626 -5.682 -0.115 0.022 -0.053
C -2.342 -1.767 0.189 -0.291 0.022 -0.014
C -3.133 -0.285 -6.565 0.128 -0.026 0.049
C 7.341 -1.697 -4.111 -0.186 -0.895 -1.157
C -4.686 10.055 5.908 -0.026 0.066 0.046
C -2.621 1.311 2.793 -0.068 -0.018 0.301
C -6.818 -6.049 3.734 0.100 0.080 -0.054
C -5.457 8.916 6.097 0.100 0.069 -0.064
C -2.710 5.308 -0.734 0.158 -0.057 -0.130
C 6.081 -0.313 0.335 -0.220 0.534 0.215
C -1.354 -0.207 -4.431 0.151 0.018 0.182
C -5.154 7.749 5.411 -0.133 -0.188 0.031
C 6.883 -5.804 -0.957 0.012 0.792 -0.716
C -2.925 -0.265 4.554 -0.026 0.157 0.042
C 4.864 0.089 -0.525 0.183 -1.057 0.837
C 5.798 -0.218 1.839 0.121 0.140 -0.382
C -4.632 -6.134 2.019 0.187 -0.015 -0.155
C -1.562 -0.893 -0.554 0.173 -0.096 0.011
C 5.811 -1.636 -4.250 0.571 0.621 1.059
C -3.978 7.152 0.169 -0.061 0.221 0.003
C -1.774 -2.929 0.667 0.177 0.177 -0.194
C 7.933 -2.529 -5.253 0.695 -0.242 0.194
B 5.340 -3.970 -3.107 -0.149 0.187 0.073
H 1.353 -2.612 -0.536 0.016 0.043 0.006
H -3.401 0.569 6.472 0.003 -0.002 -0.007
H -2.451 -0.799 2.518 0.050 0.057 0.031
H 6.700 0.064 2.362 0.207 0.018 0.295
H 0.107 -0.925 -5.822 0.008 0.014 0.021
H -0.042 -4.169 0.819 -0.038 -0.005 -0.002
H 6.923 -3.652 -1.153 -0.307 0.301 -0.226
H 9.618 -1.527 -5.735 0.285 -0.008 0.108
H -6.278 -4.001 4.067 0.004 -0.002 -0.008
H 6.885 0.365 0.090 0.430 0.008 -0.084
H -2.837 3.381 3.279 0.003 -0.019 -0.019
H 7.804 -0.726 -4.205 -0.019 0.467 0.335
H 5.465 -1.168 2.228 -0.211 -0.293 0.199
H 6.487 -5.531 0.007 -0.165 -0.194 0.425
H -7.115 -8.115 3.190 0.031 -0.010 -0.014
H 8.254 -4.463 -1.906 0.295 0.139 -0.176
H 4.052 0.298 0.154 -0.406 0.302 0.066
H 5.036 0.990 -1.098 0.122 0.062 -0.370
H 3.986 -2.339 -3.490 -0.448 0.389 0.482
H -0.676 -0.165 -3.589 -0.030 -0.021 0.014
H 3.565 -4.466 -2.527 -0.245 0.017 -0.656
H -3.382 -1.552 0.397 0.003 -0.025 -0.010
H -3.009 10.916 4.885 0.020 -0.013 -0.005
H -4.928 10.965 6.442 0.005 -0.004 -0.005
H -5.746 6.852 5.538 0.031 -0.010 -0.011
H 7.789 -6.375 -0.848 0.218 -0.332 0.186
H 5.515 -0.591 -4.183 -0.250 0.230 -0.134
H 6.164 -6.389 -1.512 -0.267 -0.234 0.002
H 6.407 -1.323 0.139 0.165 -0.145 -0.408
H -3.825 -0.310 -7.396 -0.021 -0.002 0.015
H -2.941 -1.288 4.905 -0.003 -0.010 -0.026
H -1.962 4.951 -1.429 -0.002 0.029 0.000
H -3.782 -6.190 1.352 -0.018 -0.004 -0.009
H 7.505 -2.231 -6.201 -0.054 0.218 -0.322
H -4.197 8.211 0.172 0.011 -0.008 -0.036
H -5.383 6.654 1.705 0.014 0.027 0.005
H -4.833 4.246 1.679 -0.001 0.005 -0.006
H 0.375 -0.518 -1.395 0.066 -0.029 0.043
H -3.120 3.388 0.124 0.019 0.004 -0.026
H -4.342 -4.081 2.536 0.033 0.035 -0.001
H 5.511 -1.987 -5.229 -0.179 -0.172 -0.261
H -4.602 0.419 -5.149 0.019 0.013 0.027
H -3.358 2.904 5.664 0.016 0.023 -0.018
H 7.692 -3.578 -5.131 -0.250 -0.207 0.140
H 7.647 -2.190 -3.197 0.027 0.260 0.452
H -2.452 8.816 3.673 -0.025 -0.033 -0.012
H -1.991 0.026 -0.928 -0.043 -0.012 0.013
H -7.666 -6.017 4.405 -0.012 -0.022 -0.013
H 5.035 0.522 2.049 -0.110 0.220 0.141
H -6.296 8.936 6.779 -0.012 -0.019 -0.012
H 9.777 -2.469 -4.412 0.201 -0.008 -0.078
H -1.472 -0.987 -7.723 0.001 0.000 0.008
```
Positions in Å, forces in eV/Å.

Summary:
structure (SMILES) = CCCC(=O)O[C@@H](CCCN)B(O)OCC.Fc1ccccc1.Fc1ccccc1.Fc1ccccc1.Fc1ccccc1.Fc1ccccc1.Fc1ccccc1
Kohn-Sham gap = 9.46 eV
2S+1 = 1
calculated total energy = -2763.85421 hartree
LUMO level = 0.3 eV